{"formula": "C19H38BI2N2O11PS", "method": "wB97M-V/def2-TZVPD", "total_energy_ev": -82810.7105, "gap_ev": 8.5, "charge": 0, "species": ["C", "C", "O", "C", "C", "O", "C", "O", "S", "O", "O", "C", "C", "I", "C", "C", "C", "B", "O", "N", "C", "C", "P", "N", "O", "C", "C", "O", "C", "O", "C", "C", "O", "C", "C", "O", "I", "H", "H", "H", "H", "H", "H", "H", "H", "H", "H", "H", "H", "H", "H", "H", "H", "H", "H", "H", "H", "H", "H", "H", "H", "H", "H", "H", "H", "H", "H", "H", "H", "H", "H", "H", "H", "H", "H"], "coordinates": [[-6.64321, -0.52761, 3.09900], [-5.26271, -1.02925, 3.82543], [-4.28891, -1.67818, 2.89379], [-3.02870, -1.78068, 3.64015], [-1.70958, -2.17446, 2.75318], [-1.64209, -1.57193, 1.41595], [-0.22827, -1.54969, 0.90760], [-0.31568, -2.61996, -0.14231], [1.31648, -3.09853, -0.25230], [1.37577, -4.62915, -0.63544], [1.90695, -2.13631, -1.48616], [2.47724, -0.86451, -1.14570], [4.12449, -1.07749, -1.08479], [4.98140, -0.42553, -3.04777], [4.66287, -2.59057, -0.88792], [4.69582, -3.50733, -2.28740], [1.84580, 0.07162, 0.01521], [2.29716, 1.62139, -0.45593], [3.65468, 2.00601, -0.91773], [1.35932, 2.84748, -0.40809], [1.54135, 3.45836, -1.81370], [1.85486, 3.88264, 0.58252], [2.69657, -0.10844, 1.76054], [3.36747, -1.74212, 1.99657], [4.09652, 0.95381, 1.87788], [0.19878, -0.05936, 0.27073], [-0.68543, 0.00413, -1.09679], [-0.81881, 1.27419, -1.79161], [-0.68488, 1.16852, -3.24951], [-1.75839, 0.43017, -3.93020], [-3.09017, 0.74250, -3.39271], [-3.47394, 2.33623, -3.35607], [-4.96546, 2.43255, -3.23021], [-0.32801, 0.94068, 1.50556], [-1.66171, 1.81544, 1.17785], [-1.49914, 3.15864, 0.99817], [-3.72293, 1.14062, 0.91633], [-6.69857, 0.65926, 3.00483], [-6.67536, -1.01196, 2.03377], [-7.63652, -0.83000, 3.68518], [-5.56474, -1.83061, 4.65481], [-4.82028, -0.11271, 4.40041], [-2.76758, -0.83236, 4.29822], [-3.18393, -2.66339, 4.42871], [-1.74550, -3.35313, 2.58517], [-0.76927, -1.92607, 3.44551], [0.52400, -1.95575, 1.69664], [2.34340, -0.21365, -2.14710], [4.66445, -0.38780, -0.30963], [5.81722, -2.50479, -0.58856], [4.17552, -3.22085, -0.03138], [5.76417, -3.37952, -2.78389], [4.65762, -4.64927, -1.94169], [3.80365, -3.26514, -3.00504], [4.15647, 2.51966, -0.21905], [2.49439, 4.13424, -1.89946], [1.67348, 2.51813, -2.53738], [0.56451, 4.06045, -2.14103], [1.99389, 3.44504, 1.67216], [2.90076, 4.34385, 0.25537], [1.11836, 4.82013, 0.63659], [2.76672, -2.22351, 2.69979], [4.33296, -1.73475, 2.41182], [4.54058, 0.70204, 2.75435], [-1.79158, -0.40127, -0.90252], [-0.24474, -0.74435, -1.91817], [0.39140, 0.75386, -3.54168], [-0.70303, 2.28175, -3.67807], [-3.87338, 0.23250, -4.13562], [-3.29406, 0.23707, -2.34316], [-3.05255, 2.91000, -2.40317], [-3.19881, 2.90306, -4.35887], [-5.36251, 1.50961, -3.16327], [0.49932, 1.74510, 1.82125], [-0.44593, 0.35128, 2.54006]], "atomic_forces_ev_per_a": [[-0.151, 0.183, -0.397], [-1.375, -0.287, 1.057], [0.480, 1.675, 2.351], [0.541, -0.626, 0.804], [-0.510, -1.758, 0.697], [2.987, 0.497, 1.082], [-1.731, -0.569, -0.299], [2.429, 0.758, 0.480], [0.309, -4.660, -0.382], [-0.571, 6.103, 0.445], [-1.237, -0.691, 0.502], [1.572, 1.816, -1.994], [0.378, -0.328, 1.026], [-0.378, 0.153, 0.945], [1.371, -0.917, -0.668], [0.535, -0.804, 1.090], [0.837, 0.076, -0.471], [0.958, 2.621, 0.090], [-1.348, -1.375, 2.041], [1.905, 0.420, -0.398], [-0.692, -0.619, -0.733], [0.224, 1.051, 0.660], [-0.311, 0.264, 1.854], [0.576, 0.671, 0.628], [-0.455, -2.127, 0.593], [-1.155, -0.685, 0.989], [-0.649, -1.686, -1.647], [0.480, -0.881, -1.074], [0.402, 1.500, -0.492], [0.255, 0.921, 2.015], [-1.209, 0.172, -0.360], [-0.626, -0.015, 0.401], [1.028, -1.713, -0.047], [0.655, 0.781, 1.057], [2.238, 7.737, -1.247], [-1.082, -8.886, 1.431], [1.354, 0.161, 0.247], [0.373, -2.640, 0.061], [-0.069, 0.994, 1.979], [2.409, 0.410, -1.176], [0.746, 1.574, -1.699], [-0.382, -1.707, -1.251], [-0.796, -1.530, -1.613], [0.620, 1.720, -1.549], [0.212, 2.420, 0.408], [-1.935, -0.375, -1.581], [-1.385, 1.172, -1.046], [0.007, -1.755, 2.053], [-1.351, -1.122, -1.535], [-2.543, 0.014, -0.491], [0.530, 1.588, -1.629], [-2.543, -0.092, 0.764], [-0.162, 2.472, -0.825], [1.902, -0.544, 1.389], [-1.023, -0.823, -1.158], [-1.766, -1.292, 0.153], [-0.310, 2.273, 1.130], [2.130, -1.352, 0.826], [-0.429, 0.803, -2.191], [-1.853, -0.959, 0.634], [1.393, -2.266, -0.106], [0.596, 0.635, -0.759], [-1.139, 0.048, -0.839], [-1.021, 0.648, -1.743], [2.510, 0.790, 0.050], [-0.696, 1.290, 2.153], [-2.530, 0.192, 0.508], [-0.064, -2.236, 1.325], [1.908, 1.092, 1.391], [0.662, 1.204, -1.923], [-0.596, -1.377, -2.159], [-0.325, -1.356, 2.093], [0.981, 1.748, -0.144], [-1.976, -1.617, -1.222], [-0.116, 1.020, -2.552]]}